{
  "formula": "C4H7N",
  "method": "ωB97M-V/def2-TZVPD",
  "gap_ha": 0.3629,
  "spin_multiplicity": 1,
  "mol_weight_g_mol": 69.1,
  "smiles": "C#CCNC",
  "species": ["C", "C", "C", "C", "H", "H", "H", "H", "H", "H", "H", "N"],
  "coordinates": [[-1.36885, -0.74511, 0.15283], [0.24009, 1.09880, 0.25645], [1.39042, 0.19482, 0.12713], [2.29296, -0.52470, -0.08084], [-2.43470, -0.85923, -0.07794], [-1.21049, -0.91481, 1.26317], [-0.80972, -1.58247, -0.29862], [-0.99782, 0.68318, -1.36637], [0.74817, 1.80429, -0.31042], [-0.03315, 1.25840, 1.29390], [3.16164, -0.94361, -0.56355], [-0.97855, 0.53042, -0.39575]],
  "atomic_forces_ev_per_a": [[-0.210, -1.056, -0.274], [-0.937, -3.275, -0.292], [-2.452, 0.668, 1.393], [3.193, -1.762, -1.508], [0.177, -0.343, 0.261], [-0.192, 1.007, -1.178], [-0.181, 0.039, 0.010], [-0.048, -0.445, -1.161], [-0.538, 2.987, -0.717], [0.404, 0.751, 0.040], [-0.389, -0.147, 0.636], [1.175, 1.577, 2.790]]
}